Here is C36H47Cl61IN2O7PS as an isolated structure in a non-equilibrium geometry from the OMol25 dataset. Energies are from ωB97M-V/def2-TZVPD.

Structure (ORCA input):
```
! wB97M-V def2-TZVPD RIJCOSX def2/J DEFGRID3
* xyz 0 1
C -5.8120 1.7423 6.3435
C -5.0897 0.6049 7.1499
O -3.7946 0.3872 6.5841
C -3.3424 -0.9391 6.7682
C -2.2704 -1.1870 5.6505
O -2.9906 -1.7173 4.5157
C -2.0560 -1.9133 3.4593
C -2.5765 -1.2755 2.0928
C -3.6381 -0.2595 2.5376
N -4.2930 0.5906 2.8180
C -1.2936 -0.5536 1.4927
C -1.1246 0.9253 1.9687
C -1.8490 1.9798 1.0391
I 1.0168 1.4321 1.8818
C -3.1889 -2.3484 1.0979
C -1.9831 -3.2301 0.6796
N -1.2051 -3.9112 0.2834
C -3.6640 -1.6055 -0.2137
C -5.2011 -1.6397 -0.5393
C -6.0724 -0.5304 0.1766
C -5.7145 0.9077 -0.3132
S -7.0297 2.0508 0.2812
O -6.5832 2.5930 1.5462
O -8.2820 1.3765 0.5125
Cl -7.3759 3.5270 -1.1192
P -4.4255 -3.5052 1.8462
O -5.6651 -2.8832 2.3071
O -3.8331 -4.3935 3.1055
O -4.7458 -4.6297 0.6674
H -5.2724 1.9342 5.3934
H -5.8847 2.6565 6.9674
H -6.8568 1.4043 6.1675
H -5.0141 0.8711 8.2260
H -5.6929 -0.3197 7.0270
H -4.1337 -1.7049 6.6267
H -2.8139 -1.0856 7.7449
H -1.5086 -1.9312 5.9643
H -1.8399 -0.1811 5.4319
H -1.1139 -1.4048 3.7733
H -1.7668 -2.9848 3.3225
H -1.2569 -0.5915 0.3859
H -0.3891 -1.0994 1.8467
H -1.3892 1.0682 3.0378
H -2.7371 2.3422 1.6109
H -1.2167 2.8414 0.7753
H -2.2763 1.4581 0.1510
H -3.1524 -2.0889 -1.0789
H -3.3448 -0.5398 -0.2661
H -5.6860 -2.6279 -0.4422
H -5.2821 -1.3735 -1.6244
H -7.1110 -0.7228 -0.1873
H -6.1136 -0.6440 1.2730
H -4.7786 1.2380 0.1825
H -5.6075 0.9689 -1.4218
H -3.2422 -5.0955 2.7848
H -4.5528 -5.5120 1.0212
C -4.2216 3.1677 -1.9325
Cl -3.9805 4.5110 -0.8093
Cl -3.3319 3.4414 -3.4271
Cl -3.7232 1.6346 -1.1867
H -5.2778 3.1041 -2.1681
C 0.6583 4.4129 -4.7213
Cl 2.2206 3.7325 -5.1755
Cl -0.4547 4.4012 -6.0933
Cl -0.0117 3.5155 -3.3556
H 0.8090 5.4403 -4.4130
C -0.1863 -4.4420 -2.6674
Cl -0.9455 -5.4587 -3.8954
Cl 1.5490 -4.7348 -2.5746
Cl -0.4699 -2.7286 -2.9754
H -0.6251 -4.6882 -1.7059
C 5.1563 0.9155 2.9923
Cl 4.5505 -0.7281 2.7794
Cl 4.4175 2.0036 1.8081
Cl 4.8449 1.4746 4.6398
H 6.2279 0.9172 2.8283
C 6.4723 -0.8437 -0.7876
Cl 7.4156 -0.7540 -2.2785
Cl 7.4503 -0.3305 0.5966
Cl 5.0096 0.1358 -0.9173
H 6.1788 -1.8728 -0.6331
C 4.4851 -4.1683 0.9220
Cl 3.7952 -3.4541 2.3817
Cl 3.6751 -3.4923 -0.4873
Cl 6.2306 -3.9032 0.8292
H 4.3052 -5.2375 0.9513
C 2.1197 -0.5198 -5.3392
Cl 3.5750 -0.0516 -6.2281
Cl 2.5272 -1.3951 -3.8652
Cl 1.1639 0.8971 -4.9140
H 1.5263 -1.1682 -5.9740
C -6.1527 6.1984 2.4092
Cl -5.0202 6.4175 1.0690
Cl -5.4776 6.8589 3.9027
Cl -7.7041 6.9551 2.0396
H -6.3147 5.1334 2.5464
C 10.5536 -3.1015 1.9215
Cl 10.7197 -2.5265 3.5830
Cl 8.8574 -3.0890 1.4285
Cl 11.5279 -2.1195 0.8227
H 10.9142 -4.1232 1.8767
C 7.7808 -6.7696 3.4537
Cl 8.7068 -6.6865 1.9526
Cl 8.7493 -6.1966 4.8141
Cl 6.2866 -5.8354 3.3181
H 7.5191 -7.8057 3.6336
C 9.1024 -10.8570 1.0038
Cl 8.4508 -10.1465 2.4854
Cl 8.2890 -10.1901 -0.4144
Cl 10.8448 -10.5934 0.9034
H 8.9200 -11.9249 1.0307
C -3.5734 9.8816 1.4757
Cl -2.4418 10.0955 0.1349
Cl -2.8992 10.5405 2.9699
Cl -5.1254 10.6419 1.1061
H -3.7381 8.8174 1.6161
C 0.4921 3.6394 -9.9489
Cl 1.9089 4.1369 -10.8767
Cl 0.9787 2.7364 -8.5102
Cl -0.4845 5.0450 -9.5056
H -0.1113 2.9888 -10.5714
C 2.7147 2.8350 -14.9376
Cl 1.8231 1.9290 -16.1646
Cl 1.8868 4.3509 -14.5617
Cl 2.9271 1.8623 -13.4797
H 3.6952 3.0722 -15.3347
C 6.7073 0.0210 -12.6611
Cl 6.2265 1.1315 -13.9478
Cl 5.8340 0.3842 -11.1691
Cl 6.4335 -1.6537 -13.1503
H 7.7670 0.1528 -12.4763
C 4.8282 3.9761 8.0931
Cl 4.5159 4.8407 6.5847
Cl 3.5953 4.3592 9.2982
Cl 4.8974 2.2352 7.8033
H 5.7901 4.2957 8.4766
C -9.3901 -4.0018 2.3829
Cl -9.6894 -3.1121 0.8874
Cl -10.6556 -3.6702 3.5698
Cl -9.2807 -5.7391 2.0623
H -8.4416 -3.6685 2.7918
C 2.3058 6.5208 -1.3727
Cl 2.8873 5.8772 -2.9125
Cl 0.7338 7.3012 -1.5819
Cl 2.2083 5.2396 -0.1617
H 3.0126 7.2654 -1.0249
C -2.0550 -8.4110 -0.7909
Cl -3.0547 -8.1059 -2.2126
Cl -0.5128 -9.1335 -1.2569
Cl -1.7911 -6.9128 0.1137
H -2.5784 -9.1099 -0.1489
C 5.0448 7.0381 3.0852
Cl 6.7241 7.5015 2.7911
Cl 3.9615 7.8924 1.9816
Cl 4.8439 5.2908 2.9265
H 4.7873 7.3199 4.0999
*
```

Summary:
- HOMO (eV) = -9.43
- HOMO-LUMO gap (eV) = 9.10
- LUMO level (eV) = -0.329